DFT (ωB97M-V/def2-TZVPD) results for a structure of composition C48H68BBrN8ReS3.

The geometry in XYZ format:
```
130
Properties=species:S:1:pos:R:3
Re 1.3138 1.2753 -0.6948
C -2.5468 3.9590 1.6576
C -2.2039 2.5260 1.9573
C -2.7761 1.8267 2.9689
C -2.2700 0.5456 3.2984
N -1.5061 -0.0960 2.4577
N -1.0351 0.5403 1.3633
B -0.1938 -0.1921 0.2414
N -1.0754 -0.3979 -1.0831
N -2.3866 -0.3263 -0.9926
C -3.1044 -0.5527 -2.0862
C -2.4772 -0.8668 -3.3019
C -1.1080 -0.9407 -3.3952
C -0.3931 -1.2297 -4.6853
C -0.4196 -0.6786 -2.2057
S 1.3752 -0.5283 -2.1393
C -4.6174 -0.4954 -1.9574
C -5.1834 0.4313 -3.0423
C -5.0351 0.0132 -0.5763
C -5.1448 -1.9291 -2.1574
N 0.0894 -1.7266 0.6244
N -0.9689 -2.3330 1.2103
C -0.8626 -3.5500 1.6720
C 0.4088 -4.1639 1.7379
C 1.4286 -3.6539 0.9991
C 2.7449 -4.3709 0.8417
C 1.1565 -2.4522 0.3018
S 2.1253 -2.2549 -1.1287
C -2.1264 -4.3078 2.0605
C -2.1927 -4.5038 3.5846
C -2.0593 -5.6942 1.3879
C -3.3694 -3.5720 1.5534
C -1.1726 1.8658 1.2379
S -0.0134 2.8274 0.3882
C -2.5836 -0.1101 4.6432
C -2.7739 0.9753 5.7139
C -3.8778 -0.9258 4.5271
C -1.4083 -0.9973 5.0658
H -3.4647 4.2457 2.1710
H -2.6703 4.1223 0.5850
H -1.7444 4.6219 1.9915
H -3.5747 2.2688 3.5543
H -3.0789 -1.0406 -4.1862
H -1.1049 -1.4354 -5.4808
H 0.2757 -2.0861 -4.5852
H 0.2169 -0.3742 -4.9848
H -4.7531 1.4340 -2.9711
H -6.2623 0.5190 -2.9112
H -5.0086 0.0496 -4.0511
H -4.6824 1.0340 -0.4023
H -4.6442 -0.6206 0.2218
H -6.1245 0.0120 -0.5171
H -4.8643 -2.3380 -3.1320
H -6.2347 -1.9247 -2.0988
H -4.7649 -2.5963 -1.3791
H 0.5516 -5.0823 2.2966
H 2.9637 -4.9351 1.7478
H 3.5710 -3.6834 0.6576
H 2.6989 -5.0814 0.0126
H -1.2154 -4.7513 4.0100
H -2.8710 -5.3269 3.8133
H -2.5614 -3.6115 4.0880
H -1.3238 -6.3503 1.8620
H -1.8216 -5.6163 0.3223
H -3.0334 -6.1785 1.4797
H -3.3174 -2.5025 1.7527
H -4.2570 -3.9824 2.0377
H -3.4832 -3.7098 0.4731
H -3.7116 1.5222 5.5920
H -1.9483 1.6926 5.7162
H -2.8045 0.4999 6.6957
H -4.7093 -0.2969 4.1959
H -4.1410 -1.3396 5.5026
H -3.7726 -1.7490 3.8194
H -0.5396 -0.3824 5.3187
H -1.1127 -1.6833 4.2740
H -1.6825 -1.5731 5.9519
C 6.1830 0.8565 -2.7451
C 4.8840 0.1046 -2.4240
C 4.7357 -1.0715 -3.4001
C 4.8696 -0.3220 -0.9555
C 5.6834 -1.3747 -0.5587
C 5.7457 -1.7681 0.7679
C 5.0158 -1.0800 1.7227
C 4.2013 0.0052 1.3940
C 3.5560 0.7401 2.5767
C 3.6000 2.2723 2.5376
C 2.1330 0.2473 2.8537
C 4.1157 0.3350 0.0333
N 3.2549 1.4072 -0.4251
C 3.8438 2.5814 -0.8110
C 3.0762 3.4443 -1.5203
C 3.3083 4.7720 -2.0955
C 2.2679 4.9995 -2.9284
C 1.3609 3.8918 -2.7903
N 1.8428 2.9759 -1.9394
C 0.0543 3.8004 -3.5167
C 0.3034 4.1241 -5.0010
C -0.5744 2.4107 -3.4343
C -0.8912 4.8536 -2.9086
H 6.1745 1.2198 -3.7757
H 7.0440 0.1947 -2.6245
H 6.3318 1.7125 -2.0834
H 4.0530 0.7904 -2.6030
H 5.6083 -1.7270 -3.3761
H 4.6400 -0.6956 -4.4212
H 3.8589 -1.6886 -3.1900
H 6.2816 -1.8946 -1.2988
H 6.3974 -2.5819 1.0639
H 5.1138 -1.3504 2.7698
H 4.1652 0.4429 3.4318
H 2.8659 2.7112 1.8668
H 4.5890 2.6387 2.2483
H 3.3875 2.6666 3.5336
H 1.4541 0.6176 2.0811
H 1.7764 0.6231 3.8172
H 2.0803 -0.8459 2.8751
H 4.8707 2.7878 -0.5429
H 4.1844 5.3841 -1.9345
H 2.1060 5.8701 -3.5434
H 1.0217 3.4305 -5.4463
H 0.6795 5.1372 -5.1390
H -0.6384 4.0425 -5.5464
H 0.1110 1.6551 -3.8325
H -1.4834 2.3951 -4.0405
H -0.8514 2.1451 -2.4108
H -0.4864 5.8605 -3.0223
H -1.0456 4.6783 -1.8422
H -1.8527 4.8098 -3.4261
Br 2.2414 5.0581 0.4885
```

Net charge: +2
Electronic energy, eV: -168142.177
E_HOMO (alpha / beta), eV: -12.1 / -11.8
2S+1: 2

=====

DFT (ωB97M-V/def2-TZVPD) results for a cluster of 5 separate species, C48H68Cl3F2N5O9 in total in a non-equilibrium geometry.

The geometry in XYZ format:
```
135
Properties=species:S:1:pos:R:3
C -1.7566 0.4060 5.5247
C -0.9519 0.6160 4.4894
C -0.0144 0.6315 3.1862
C 1.5331 0.8150 3.4155
C 2.2463 1.0267 4.8586
C 2.7887 2.5849 4.8420
C 4.3755 2.7041 4.5750
F 5.0009 3.5958 5.5735
C 2.4797 0.7939 2.1556
C 1.8920 0.6384 0.6730
Cl 3.1225 0.6309 -0.6784
C 0.3391 0.5007 0.4110
C -0.5985 0.4773 1.7138
C -2.1874 0.3084 1.3998
O -3.0640 0.7875 2.2162
C -2.6791 -0.4239 0.0284
C -1.7350 -0.3940 -1.2710
C -2.1749 -1.0488 -2.6556
C -1.2533 -1.0117 -3.9692
C -0.2283 -2.3013 -3.9840
C 1.3122 -1.8536 -3.8022
C 2.3712 -2.9571 -4.4014
C 3.7815 -2.6754 -3.6272
C 5.0076 -2.3640 -4.6783
C 6.0098 -1.3385 -3.9233
C 6.8593 -0.3966 -4.9617
O 8.2324 -0.2297 -4.4840
C 8.3595 0.9729 -3.6742
C -3.6062 -1.7696 -2.7450
C -4.1666 -2.4231 -4.1155
C -5.1239 -1.4326 -4.9649
O -4.8416 -1.5536 -6.4125
C -4.9745 0.1327 -4.6153
N -3.6967 0.7604 -5.0984
C -4.5726 -1.8486 -1.4665
C -6.0320 -2.5442 -1.4967
C -7.1786 -1.3782 -1.5501
O -8.4173 -1.6579 -1.3799
F -6.8819 0.0101 -1.8106
C -4.0807 -1.1715 -0.0975
C -5.1217 -1.2810 1.1394
Cl -5.2277 -2.9214 1.9957
C -5.9716 -0.2100 1.5867
C -7.0136 -0.4382 2.8163
Cl -5.9141 1.4334 0.7938
C -0.3248 0.3867 -1.0748
O 0.2805 0.9577 -2.0382
H -2.7167 0.4538 6.1681
H 3.1890 0.3815 5.0026
H 1.4988 0.9687 5.7334
H 2.4246 3.1684 5.7832
H 2.2684 3.1210 3.9453
H 4.5700 3.2243 3.5498
H 4.9235 1.6871 4.5223
H 3.6279 0.8987 2.3199
H -1.9125 -1.1565 -4.9212
H -0.7000 -0.0093 -4.1377
H -0.3175 -2.8112 -5.0286
H -0.5574 -3.1109 -3.2164
H 1.5267 -0.8751 -4.3865
H 1.4977 -1.6966 -2.6620
H 2.0314 -4.0425 -4.2039
H 2.4614 -2.8457 -5.5567
H 3.6487 -1.7400 -2.9570
H 4.0159 -3.5671 -2.9291
H 4.6219 -1.9373 -5.6861
H 5.5611 -3.3799 -4.8219
H 5.4700 -0.6104 -3.2025
H 6.7781 -1.9260 -3.2897
H 6.3274 0.6412 -4.9901
H 6.8608 -0.9107 -6.0025
H 7.5381 1.0129 -2.8561
H 8.3347 1.9343 -4.3031
H 9.3707 0.9600 -3.1114
H -3.3006 -2.7524 -4.8260
H -4.7801 -3.4000 -3.9344
H -6.2477 -1.7319 -4.8600
H -5.2078 -2.4034 -6.7576
H -5.1127 0.4009 -3.5059
H -5.8371 0.6843 -5.1829
H -3.4700 1.5709 -4.4773
H -3.8353 1.1692 -6.0407
H -6.2164 -3.2163 -2.4098
H -6.2039 -3.1855 -0.5589
H -7.8495 0.3547 2.6759
H -6.5108 -0.3885 3.8490
H -7.5288 -1.4643 2.6179
C 1.1222 -0.2649 8.5711
O 0.4161 0.7231 8.6762
N 0.8004 -1.5182 9.0100
C 1.6977 -2.6428 8.8465
C -0.4785 -1.7299 9.6595
H 2.1149 -0.2161 8.0937
H 1.1994 -3.4106 8.2486
H 1.9433 -3.0472 9.8319
H 2.6186 -2.3396 8.3442
H -1.2797 -1.4518 8.9686
H -0.5394 -1.0918 10.5427
H -0.5924 -2.7745 9.9531
C -5.8844 2.9815 -7.5304
O -4.8580 3.2991 -6.9543
N -7.0642 3.6698 -7.4801
C -8.2431 3.2262 -8.1950
C -7.1387 4.8812 -6.6874
H -5.9375 2.0782 -8.1597
H -8.5471 4.0067 -8.8975
H -9.0472 3.0461 -7.4765
H -8.0434 2.3057 -8.7470
H -6.4029 5.5984 -7.0605
H -6.9003 4.6430 -5.6475
H -8.1378 5.3166 -6.7446
C -1.8990 -1.7069 13.2198
O -0.9546 -2.0715 12.5410
N -3.1986 -2.0895 13.0366
C -4.2677 -1.6105 13.8884
C -3.5176 -3.0027 11.9571
H -1.7681 -1.0129 14.0658
H -4.7464 -2.4659 14.3724
H -4.9999 -1.0794 13.2746
H -3.8847 -0.9337 14.6546
H -2.9613 -3.9330 12.0995
H -3.2135 -2.5540 11.0076
H -4.5880 -3.2144 11.9369
C 10.4496 3.0661 -5.1535
O 9.6533 3.7168 -4.4972
N 11.6074 3.5481 -5.6970
C 12.5024 2.7083 -6.4661
C 11.9510 4.9421 -5.4980
H 10.2856 1.9967 -5.3650
H 13.4810 2.6926 -5.9789
H 12.6007 3.1227 -7.4729
H 12.1202 1.6880 -6.5346
H 12.0320 5.1410 -4.4262
H 11.1566 5.5687 -5.9119
H 12.8974 5.1780 -5.9878
```

SMILES string: C#Cc1c(CCCF)cc(Cl)c2c1C(=O)c1c(c(CCCCCCCCOC)c(C[C@H](O)CN)c(CC(=O)F)c1/C(Cl)=C(/C)Cl)C2=O.CN(C)C=O.CN(C)C=O.CN(C)C=O.CN(C)C=O
Electronic energy, eV: -119737.884
E_HOMO, eV: -8.7
ΔE to the lowest compared entry with this formula, charge and spin, kJ/mol: 0.00

=====

DFT (ωB97M-V/def2-TZVPD) results for a cluster of 8 separate species, C48H69F2N2O21Si in total in a non-equilibrium geometry.

The geometry in XYZ format:
```
143
Properties=species:S:1:pos:R:3
C 1.5487 -1.3877 -3.9841
Si 2.9701 -2.1346 -3.0230
C 2.2451 -2.8722 -1.4328
C 4.2315 -0.8284 -2.4874
C 5.2407 -0.3516 -3.5735
C 6.5630 -0.0261 -2.9500
F 7.4044 0.4841 -3.8781
F 6.4693 0.8904 -1.9887
N 7.2272 -1.2453 -2.3881
C 8.4804 -1.7305 -3.0490
C 9.6109 -1.1352 -2.2282
C 9.0305 -0.7666 -0.8517
C 7.5766 -1.2845 -0.9031
C 7.4105 -2.7384 -0.4590
C 6.1594 -3.1654 -0.0276
C 5.9976 -4.4764 0.3725
C 7.1017 -5.3146 0.3307
N 8.3134 -4.9369 -0.0641
C 8.4419 -3.6726 -0.4502
C 3.7318 -3.5581 -3.9864
C 5.0960 -3.7889 -4.1935
C 5.5536 -4.9111 -4.8842
C 4.6536 -5.8393 -5.4029
C 3.2907 -5.6142 -5.2278
C 2.8389 -4.4950 -4.5279
H 1.8682 -0.9900 -4.9429
H 1.1046 -0.6068 -3.3690
H 0.7920 -2.1559 -4.1038
H 2.5571 -3.9099 -1.3494
H 1.1626 -2.8074 -1.4327
H 2.6172 -2.3280 -0.5634
H 4.7540 -1.1348 -1.5835
H 3.6638 0.0497 -2.1880
H 4.8800 0.5878 -3.9753
H 5.3849 -1.0623 -4.3801
H 6.5468 -2.0063 -2.4814
H 8.5708 -1.5106 -4.1056
H 8.4655 -2.8134 -3.0040
H 10.4142 -1.8523 -2.1170
H 10.0940 -0.2766 -2.6796
H 8.9719 0.3017 -0.6721
H 9.4749 -1.2589 0.0027
H 6.8329 -0.7687 -0.3089
H 5.3178 -2.4877 0.0073
H 5.0490 -4.8402 0.7259
H 6.9856 -6.3424 0.6414
H 9.4289 -3.3684 -0.7684
H 5.8366 -3.0929 -3.8154
H 6.6091 -5.0840 -5.0360
H 5.0001 -6.7129 -5.9267
H 2.5819 -6.3153 -5.6393
H 1.7720 -4.3584 -4.4100
C -2.7538 0.5738 -4.4501
C -3.0089 -0.8480 -4.0157
C -3.4691 -0.9960 -2.5841
O -2.9413 -2.2890 -2.2258
C -1.8646 -2.5204 -3.0007
O -1.0728 -3.3958 -2.8250
O -1.7846 -1.6169 -4.0003
H -2.5321 0.6191 -5.5162
H -3.6266 1.1954 -4.2528
H -1.8945 0.9863 -3.9201
H -3.7005 -1.3397 -4.7037
H -4.5465 -0.9784 -2.4755
H -3.0303 -0.2489 -1.9193
C -3.5963 -2.2921 2.8948
C -4.8668 -2.0009 2.1389
C -5.2666 -3.0640 1.1394
O -5.9532 -2.2963 0.1369
C -5.4720 -1.0373 0.1838
O -5.6853 -0.2065 -0.6461
O -4.7086 -0.8502 1.2762
H -3.4323 -1.5386 3.6647
H -3.6511 -3.2697 3.3738
H -2.7363 -2.2694 2.2233
H -5.6778 -1.7815 2.8316
H -5.9297 -3.8173 1.5565
H -4.4072 -3.5540 0.6746
C -7.7674 3.4435 1.8207
C -6.9378 2.8937 2.9544
C -5.4898 2.6433 2.6012
O -5.1484 1.5464 3.4644
C -6.2859 0.8793 3.7392
O -6.3119 -0.1988 4.2597
O -7.3650 1.5630 3.3341
H -8.7665 3.6992 2.1705
H -7.3139 4.3400 1.4040
H -7.8826 2.7013 1.0288
H -7.0194 3.5238 3.8342
H -4.8465 3.4959 2.8047
H -5.3563 2.3259 1.5636
C -6.4886 0.3960 9.5577
C -7.1670 1.4174 8.6792
C -8.0011 0.8371 7.5567
O -7.8980 1.8499 6.5468
C -6.7390 2.5066 6.7438
O -6.2498 3.2561 5.9555
O -6.1996 2.1906 7.9384
H -5.9982 0.8780 10.4028
H -7.2143 -0.3197 9.9437
H -5.7221 -0.1393 8.9968
H -7.7547 2.1134 9.2828
H -9.0413 0.6821 7.8311
H -7.5873 -0.0920 7.1578
C -13.2043 4.3448 0.1166
C -12.1017 4.8494 1.0145
C -12.2207 6.3051 1.4106
O -10.8509 6.6923 1.5757
C -10.0969 5.8851 0.7927
O -8.9489 6.0610 0.5472
O -10.8339 4.8464 0.3313
H -13.1150 3.2700 -0.0377
H -14.1809 4.5494 0.5554
H -13.1455 4.8205 -0.8626
H -12.0047 4.2123 1.8977
H -12.7693 6.4543 2.3371
H -12.6650 6.9188 0.6234
C -3.6126 4.6235 5.7337
C -2.2578 5.0869 5.2577
C -1.1211 4.8077 6.2157
O -0.2101 5.8776 5.9379
C -0.9332 6.9192 5.4514
O -0.5145 8.0188 5.3043
O -2.1950 6.5222 5.1587
H -4.3598 4.7563 4.9551
H -3.5923 3.5703 6.0074
H -3.9405 5.2081 6.5932
H -2.0398 4.6770 4.2669
H -0.6394 3.8486 6.0410
H -1.4312 4.8726 7.2614
C 11.8828 -1.4940 -7.0469
C 12.3446 -0.8418 -5.7671
C 13.8399 -0.8763 -5.5397
O 13.9322 -0.9067 -4.1073
C 12.8044 -1.4617 -3.6309
O 12.6441 -1.8152 -2.5054
O 11.8681 -1.5664 -4.6095
H 10.8152 -1.3362 -7.1996
H 12.4151 -1.0791 -7.9021
H 12.0520 -2.5704 -7.0095
H 11.9642 0.1805 -5.6975
H 14.3537 -0.0031 -5.9319
H 14.3054 -1.7804 -5.9374
```

Net charge: +1
Electronic energy, eV: -110183.641
E_HOMO, eV: -11.5